No. 1
{
  "formula": "C63H108O36",
  "method": "the ωB97M-V functional and the def2-TZVPD basis",
  "elements": ["C", "C", "C", "O", "C", "O", "O", "H", "H", "H", "H", "H", "H", "C", "C", "C", "O", "C", "O", "O", "H", "H", "H", "H", "H", "H", "C", "C", "C", "O", "C", "O", "O", "H", "H", "H", "H", "H", "H", "C", "C", "C", "O", "C", "O", "O", "H", "H", "H", "H", "H", "H", "C", "C", "C", "O", "C", "O", "O", "H", "H", "H", "H", "H", "H", "C", "C", "C", "O", "C", "O", "O", "H", "H", "H", "H", "H", "H", "C", "C", "C", "O", "C", "O", "O", "H", "H", "H", "H", "H", "H", "C", "C", "C", "O", "C", "O", "O", "H", "H", "H", "H", "H", "H", "C", "C", "C", "O", "C", "O", "O", "H", "H", "H", "H", "H", "H", "C", "C", "O", "C", "H", "H", "H", "H", "H", "H", "C", "C", "O", "C", "H", "H", "H", "H", "H", "H", "C", "C", "O", "C", "H", "H", "H", "H", "H", "H", "C", "C", "O", "C", "H", "H", "H", "H", "H", "H", "C", "C", "O", "C", "H", "H", "H", "H", "H", "H", "C", "C", "O", "C", "H", "H", "H", "H", "H", "H", "C", "C", "O", "C", "H", "H", "H", "H", "H", "H", "C", "C", "O", "C", "H", "H", "H", "H", "H", "H", "C", "C", "O", "C", "H", "H", "H", "H", "H", "H"],
  "xyz": [[-4.12, 0.59, -4.60], [-2.76, 0.46, -5.31], [-2.67, -0.50, -6.42], [-2.12, 0.29, -7.49], [-1.95, 1.52, -7.12], [-1.34, 2.38, -7.75], [-2.41, 1.68, -5.90], [-4.38, -0.30, -4.04], [-4.88, 0.78, -5.37], [-4.05, 1.45, -3.94], [-1.91, 0.25, -4.66], [-3.68, -0.81, -6.71], [-2.05, -1.37, -6.19], [-1.58, -2.42, 3.03], [-3.04, -2.14, 2.59], [-3.76, -1.10, 3.41], [-4.08, -0.02, 2.49], [-3.44, -0.27, 1.37], [-3.52, 0.46, 0.40], [-2.94, -1.50, 1.32], [-1.00, -1.49, 3.05], [-1.12, -3.15, 2.37], [-1.50, -3.00, 3.95], [-3.56, -3.10, 2.48], [-3.10, -0.72, 4.19], [-4.59, -1.55, 3.96], [4.46, 1.63, 5.53], [5.88, 2.07, 4.98], [6.01, 3.63, 4.81], [7.25, 3.90, 5.51], [7.58, 2.87, 6.34], [8.50, 2.86, 7.18], [6.76, 1.83, 6.11], [4.14, 2.38, 6.24], [4.42, 0.66, 6.02], [3.80, 1.55, 4.66], [6.30, 1.54, 4.13], [5.17, 4.15, 5.27], [5.99, 3.77, 3.73], [6.01, -4.53, 0.59], [6.07, -3.04, 0.16], [7.42, -2.62, -0.42], [7.07, -2.00, -1.63], [5.73, -2.15, -1.86], [5.09, -1.78, -2.85], [5.15, -2.81, -0.85], [5.17, -4.82, 1.22], [6.89, -4.73, 1.20], [5.98, -5.17, -0.29], [5.73, -2.42, 0.99], [8.04, -3.49, -0.64], [7.91, -1.93, 0.27], [3.02, 4.27, 0.51], [4.43, 4.60, -0.14], [4.51, 4.83, -1.63], [5.29, 6.00, -1.70], [5.47, 6.56, -0.55], [6.09, 7.63, -0.42], [4.90, 5.85, 0.38], [2.81, 3.23, 0.27], [2.24, 5.00, 0.29], [3.06, 4.19, 1.59], [5.17, 3.82, 0.03], [3.52, 4.94, -2.08], [5.00, 3.97, -2.09], [3.01, -4.86, -3.59], [2.16, -3.64, -3.09], [2.25, -2.43, -3.99], [0.92, -2.04, -4.22], [0.07, -2.91, -3.67], [-1.16, -2.82, -3.67], [0.81, -3.92, -3.13], [4.06, -4.58, -3.74], [2.62, -5.37, -4.47], [2.99, -5.62, -2.81], [2.41, -3.29, -2.09], [2.71, -2.66, -4.95], [2.79, -1.64, -3.47], [-0.89, 0.26, -1.79], [0.44, 0.09, -1.03], [0.30, 0.38, 0.41], [1.14, -0.54, 1.12], [1.38, -1.55, 0.26], [2.05, -2.49, 0.64], [0.94, -1.25, -0.98], [-0.72, 0.04, -2.85], [-1.29, 1.27, -1.78], [-1.63, -0.40, -1.36], [1.25, 0.70, -1.43], [-0.69, 0.28, 0.83], [0.57, 1.43, 0.54], [-7.21, -1.80, -0.14], [-7.28, -2.84, 1.00], [-8.08, -4.06, 0.59], [-7.33, -5.15, 1.11], [-6.10, -4.73, 1.44], [-5.18, -5.45, 1.81], [-5.97, -3.44, 1.14], [-7.21, -2.28, -1.12], [-6.38, -1.09, -0.16], [-8.10, -1.18, -0.20], [-7.59, -2.45, 1.98], [-8.22, -4.21, -0.48], [-9.07, -4.13, 1.05], [1.70, -5.18, 2.39], [0.88, -5.36, 1.13], [1.66, -5.69, -0.10], [1.48, -7.11, -0.21], [0.51, -7.49, 0.58], [0.02, -8.59, 0.56], [0.10, -6.48, 1.34], [2.17, -6.12, 2.69], [1.09, -4.88, 3.23], [2.43, -4.38, 2.33], [0.21, -4.51, 1.00], [2.73, -5.60, 0.12], [1.28, -5.26, -1.02], [-2.60, 5.00, -5.98], [-4.01, 5.47, -6.30], [-4.32, 6.66, -6.46], [-5.07, 4.43, -6.20], [-1.80, 5.74, -6.06], [-2.34, 4.15, -6.61], [-2.60, 4.63, -4.96], [-4.78, 3.55, -6.78], [-5.96, 4.93, -6.59], [-5.20, 4.02, -5.20], [-3.36, 1.99, 5.69], [-4.42, 2.59, 4.81], [-5.61, 2.32, 5.00], [-3.98, 3.47, 3.67], [-3.74, 2.00, 6.71], [-2.42, 2.53, 5.60], [-3.22, 0.96, 5.35], [-4.51, 4.43, 3.73], [-4.29, 2.87, 2.81], [-2.91, 3.61, 3.56], [-6.90, 4.07, -0.21], [-6.57, 3.29, -1.46], [-6.48, 3.88, -2.56], [-6.31, 1.79, -1.30], [-7.91, 3.92, 0.17], [-6.78, 5.15, -0.26], [-6.16, 3.94, 0.58], [-6.53, 1.54, -0.27], [-5.27, 1.62, -1.58], [-6.97, 1.16, -1.90], [-1.98, -4.02, -0.45], [-3.34, -3.90, -1.24], [-4.06, -4.86, -1.38], [-3.73, -2.53, -1.83], [-1.57, -4.97, -0.79], [-2.10, -4.12, 0.63], [-1.36, -3.14, -0.63], [-3.21, -2.30, -2.75], [-3.64, -1.71, -1.11], [-4.80, -2.59, -2.02], [0.27, 0.64, 4.82], [-0.05, 1.61, 3.70], [-1.18, 1.67, 3.26], [1.00, 2.57, 3.26], [-0.52, -0.09, 4.98], [0.33, 1.21, 5.75], [1.25, 0.19, 4.66], [0.58, 3.56, 3.07], [1.47, 2.20, 2.35], [1.74, 2.79, 4.04], [4.55, -0.45, 1.88], [4.47, 0.83, 1.16], [4.59, 1.89, 1.70], [4.32, 0.73, -0.35], [3.89, -1.20, 1.45], [4.25, -0.28, 2.92], [5.58, -0.76, 1.99], [3.76, -0.13, -0.73], [5.31, 0.69, -0.79], [3.81, 1.61, -0.74], [-2.93, 4.05, -1.26], [-1.51, 4.49, -1.65], [-0.96, 4.05, -2.65], [-0.76, 5.45, -0.67], [-2.93, 3.03, -0.87], [-3.62, 3.98, -2.10], [-3.43, 4.77, -0.60], [-0.06, 5.98, -1.30], [-0.15, 4.95, 0.08], [-1.54, 6.13, -0.31], [1.97, -2.03, 7.10], [1.88, -2.70, 5.69], [1.09, -3.56, 5.39], [2.82, -2.11, 4.60], [2.24, -2.80, 7.83], [1.02, -1.59, 7.37], [2.79, -1.31, 7.16], [3.12, -1.10, 4.90], [2.43, -2.01, 3.59], [3.71, -2.75, 4.55], [4.03, 0.51, -5.29], [3.05, 1.05, -4.25], [3.45, 1.39, -3.11], [1.63, 1.11, -4.67], [4.98, 0.35, -4.78], [4.10, 1.15, -6.16], [3.74, -0.45, -5.73], [0.99, 0.43, -4.11], [1.49, 0.82, -5.71], [1.30, 2.15, -4.55]],
  "mulliken_charge": [-1.2479, 1.9521, -0.2361, -0.3869, 0.4915, -0.6438, -0.1850, 0.2980, 0.5058, 0.0918, -1.1751, 0.3054, 0.2099, -0.1337, 0.8452, -0.2418, -0.2773, -0.6446, -0.5170, 1.3596, -0.2806, -0.7583, 0.6794, -0.0567, -0.3166, 0.3706, -1.0335, 0.5727, -0.1785, -0.3615, 0.5623, -0.5789, -0.4251, 0.5452, 0.2487, -0.0624, 0.2657, 0.3008, 0.1605, -1.7297, 1.5567, -0.4252, -0.3859, 0.0309, -0.4313, 0.3825, 0.2389, 0.4341, 0.4332, -0.6978, 0.3349, 0.3204, -0.7920, 0.8571, -0.1333, -0.3559, 0.5252, -0.6320, -0.4629, -0.1053, 0.4597, 0.1906, 0.1143, 0.2228, 0.2102, -1.7582, 2.0618, -0.1529, -0.1321, 0.2693, -0.5205, -0.4625, 0.3705, 0.4091, 0.3526, -0.6517, 0.2982, -0.1089, 1.2254, 1.0950, 0.6497, 0.5816, -0.6641, -0.3973, 0.3204, -1.0922, -0.3769, -0.5814, -0.1211, -1.2784, 0.2789, -1.1514, 0.4556, -0.6080, -0.3836, 0.5434, -0.5787, -0.0409, 0.4356, -0.1281, 0.4678, 0.3577, 0.3273, 0.3275, -1.6914, 3.4405, 0.1860, -0.4296, 0.4950, -0.5956, -0.4938, 0.4646, 0.4917, -0.0725, -1.9994, -0.0023, 0.0687, -0.2852, 0.7230, -0.6216, -0.7068, 0.3904, 0.0353, -0.1302, 0.2194, 0.3564, 0.0371, -0.3318, 0.6535, -0.6278, -0.2498, 0.4695, 0.1350, -0.2182, 0.4782, -0.1782, 0.0010, -1.1792, 0.5297, -0.5708, -0.1863, 0.3774, 0.3829, 0.1407, 0.2586, -0.2111, 0.4908, -0.2485, -0.0014, -0.6510, -0.2591, 0.5985, 0.2554, -0.2164, 0.2538, -0.3182, 0.5053, -0.9776, 0.5857, -0.2989, -0.7393, 0.3200, 0.6007, 0.0025, 0.4216, -0.1065, 0.4908, 1.1749, 0.0438, -0.5210, 0.6288, -0.8101, -0.6899, 0.6143, -0.8526, 0.7985, -0.4025, -0.1117, 0.7693, -0.5142, -1.0044, -0.3159, 0.0111, 0.5030, 0.3638, -0.0810, 0.4361, -1.0533, 0.5523, -0.5216, 0.1423, 0.4243, 0.2622, 0.1991, -0.3745, -0.3185, 0.6396, -1.3621, 0.4681, -0.4279, -0.3036, 0.2767, 0.4642, 0.3091, -0.5017, 0.4387, 0.5624],
  "homo_ev": -9.1
}



No. 2
{
  "formula": "C63H133N7O7",
  "method": "the ωB97M-V functional and the def2-TZVPD basis",
  "elements": ["C", "C", "C", "C", "C", "C", "N", "O", "C", "C", "C", "H", "H", "H", "H", "H", "H", "H", "H", "H", "H", "H", "H", "H", "H", "H", "H", "H", "H", "H", "C", "C", "C", "C", "C", "C", "N", "O", "C", "C", "C", "H", "H", "H", "H", "H", "H", "H", "H", "H", "H", "H", "H", "H", "H", "H", "H", "H", "H", "H", "C", "C", "C", "C", "C", "C", "N", "O", "C", "C", "C", "H", "H", "H", "H", "H", "H", "H", "H", "H", "H", "H", "H", "H", "H", "H", "H", "H", "H", "H", "C", "C", "C", "C", "C", "C", "N", "O", "C", "C", "C", "H", "H", "H", "H", "H", "H", "H", "H", "H", "H", "H", "H", "H", "H", "H", "H", "H", "H", "H", "C", "C", "C", "C", "C", "C", "N", "O", "C", "C", "C", "H", "H", "H", "H", "H", "H", "H", "H", "H", "H", "H", "H", "H", "H", "H", "H", "H", "H", "H", "C", "C", "C", "C", "C", "C", "N", "O", "C", "C", "C", "H", "H", "H", "H", "H", "H", "H", "H", "H", "H", "H", "H", "H", "H", "H", "H", "H", "H", "H", "C", "C", "C", "C", "C", "C", "N", "O", "C", "C", "C", "H", "H", "H", "H", "H", "H", "H", "H", "H", "H", "H", "H", "H", "H", "H", "H", "H", "H", "H"],
  "xyz": [[8.03, 3.81, -4.23], [9.43, 4.14, -4.82], [9.29, 5.39, -5.78], [9.25, 6.71, -5.04], [10.42, 6.88, -4.15], [10.53, 5.76, -3.12], [10.37, 4.42, -3.80], [10.69, 3.38, -3.00], [11.97, 5.87, -2.48], [9.57, 6.05, -1.89], [9.84, 3.00, -5.75], [7.47, 3.29, -5.01], [7.41, 4.57, -3.76], [8.09, 3.08, -3.42], [9.96, 5.31, -6.64], [8.30, 5.40, -6.22], [8.36, 6.90, -4.44], [9.19, 7.57, -5.72], [10.39, 7.83, -3.61], [11.30, 6.98, -4.79], [12.28, 5.08, -1.79], [12.77, 5.75, -3.20], [12.11, 6.86, -2.05], [8.61, 6.40, -2.26], [9.37, 5.07, -1.46], [10.08, 6.69, -1.17], [9.04, 2.61, -6.39], [10.09, 2.15, -5.12], [10.74, 3.13, -6.35], [11.47, 2.98, -3.39], [-1.20, -10.02, -1.42], [-1.93, -10.43, -0.12], [-1.10, -9.80, 1.02], [-1.86, -9.84, 2.40], [-3.24, -9.21, 2.32], [-4.15, -9.84, 1.19], [-3.31, -9.86, -0.08], [-4.01, -10.08, -1.26], [-4.60, -11.28, 1.58], [-5.36, -8.96, 0.95], [-1.87, -11.99, -0.03], [-1.64, -10.57, -2.25], [-0.13, -10.24, -1.34], [-1.34, -8.96, -1.64], [-0.20, -10.33, 1.33], [-0.76, -8.77, 0.90], [-1.20, -9.41, 3.15], [-1.98, -10.86, 2.76], [-3.05, -8.19, 2.00], [-3.71, -9.17, 3.31], [-4.79, -11.93, 0.73], [-3.97, -11.73, 2.35], [-5.54, -11.31, 2.13], [-5.22, -8.41, 0.02], [-6.30, -9.50, 0.82], [-5.41, -8.22, 1.74], [-0.82, -12.28, -0.14], [-2.48, -12.42, -0.82], [-2.21, -12.41, 0.92], [-4.07, -9.22, -1.69], [9.60, -0.29, 2.89], [10.45, -0.66, 4.17], [10.60, -2.22, 4.20], [11.83, -2.74, 4.94], [13.08, -2.12, 4.47], [13.01, -0.55, 4.55], [11.79, -0.03, 3.92], [11.71, 1.36, 3.97], [13.19, -0.20, 6.09], [14.10, -0.09, 3.68], [9.84, -0.26, 5.46], [9.37, 0.77, 2.92], [8.66, -0.84, 2.88], [10.11, -0.59, 1.98], [9.68, -2.68, 4.55], [10.69, -2.59, 3.18], [12.01, -3.78, 4.65], [11.59, -2.69, 6.00], [13.29, -2.45, 3.46], [13.97, -2.51, 4.95], [12.60, -0.80, 6.79], [14.20, -0.26, 6.50], [12.90, 0.82, 6.32], [13.92, -0.20, 2.61], [14.25, 0.98, 3.76], [15.10, -0.50, 3.84], [10.28, -0.73, 6.35], [8.78, -0.52, 5.51], [9.96, 0.79, 5.73], [11.58, 1.60, 3.05], [-4.37, -2.11, -10.74], [-4.02, -0.69, -10.44], [-4.34, 0.19, -11.77], [-4.64, 1.65, -11.58], [-5.57, 1.89, -10.41], [-5.39, 1.13, -9.05], [-4.86, -0.20, -9.24], [-4.62, -0.96, -8.06], [-4.40, 1.90, -8.08], [-6.75, 1.16, -8.40], [-2.46, -0.58, -10.06], [-3.92, -2.53, -11.65], [-5.46, -2.19, -10.86], [-4.07, -2.82, -9.97], [-3.44, 0.12, -12.37], [-5.21, -0.12, -12.35], [-4.82, 2.19, -12.50], [-3.65, 1.90, -11.20], [-6.60, 1.99, -10.74], [-5.37, 2.89, -10.04], [-3.42, 1.75, -8.53], [-4.48, 2.99, -8.08], [-4.46, 1.53, -7.05], [-6.66, 0.63, -7.45], [-7.13, 2.17, -8.28], [-7.44, 0.55, -8.99], [-2.02, -1.40, -9.48], [-2.12, 0.38, -9.68], [-1.92, -0.72, -10.99], [-5.51, -1.25, -7.88], [-3.15, 4.04, 7.66], [-3.77, 3.06, 8.74], [-5.22, 3.65, 8.83], [-6.25, 2.68, 9.52], [-6.24, 1.31, 8.88], [-4.84, 0.63, 8.71], [-3.85, 1.64, 8.24], [-2.59, 1.08, 8.08], [-4.50, -0.11, 10.04], [-4.99, -0.47, 7.58], [-3.03, 3.28, 10.13], [-3.49, 3.73, 6.67], [-2.07, 3.96, 7.61], [-3.26, 5.11, 7.84], [-5.31, 4.67, 9.20], [-5.65, 3.64, 7.83], [-7.26, 3.03, 9.31], [-6.10, 2.56, 10.59], [-6.77, 1.42, 7.93], [-6.97, 0.80, 9.51], [-5.37, -0.64, 10.45], [-3.81, -0.95, 9.94], [-4.31, 0.55, 10.89], [-4.03, -0.99, 7.63], [-5.82, -1.14, 7.80], [-5.13, -0.08, 6.57], [-3.52, 2.67, 10.89], [-2.70, 4.28, 10.40], [-2.06, 2.78, 10.11], [-2.43, 1.24, 7.15], [-1.15, -3.34, -0.95], [-0.96, -2.11, -0.21], [0.34, -2.12, 0.59], [1.64, -2.12, -0.21], [1.72, -0.91, -1.06], [0.42, -0.47, -1.74], [-0.82, -0.90, -1.04], [-1.98, -0.63, -1.80], [0.41, 1.07, -1.73], [0.54, -1.09, -3.13], [-2.06, -1.91, 0.83], [-2.10, -3.39, -1.48], [-1.25, -4.14, -0.23], [-0.34, -3.61, -1.62], [0.38, -1.29, 1.30], [0.38, -3.03, 1.19], [1.76, -3.08, -0.71], [2.36, -2.07, 0.60], [2.42, -1.14, -1.86], [2.25, -0.17, -0.46], [-0.55, 1.41, -2.12], [0.61, 1.49, -0.74], [1.13, 1.60, -2.35], [-0.23, -0.75, -3.82], [1.46, -0.82, -3.64], [0.56, -2.18, -3.06], [-3.04, -1.83, 0.35], [-1.86, -0.94, 1.29], [-2.11, -2.78, 1.49], [-1.84, -1.18, -2.58], [-9.68, 4.70, -1.28], [-8.89, 4.35, -0.04], [-7.86, 5.49, 0.25], [-8.30, 6.70, 1.12], [-9.07, 6.16, 2.30], [-10.36, 5.31, 1.87], [-9.82, 4.11, 1.12], [-10.73, 3.11, 0.92], [-10.94, 4.81, 3.22], [-11.42, 6.13, 1.02], [-8.05, 3.09, -0.25], [-10.38, 3.93, -1.61], [-9.00, 4.69, -2.14], [-10.26, 5.61, -1.29], [-6.99, 5.10, 0.76], [-7.48, 5.85, -0.70], [-8.85, 7.56, 0.75], [-7.40, 7.13, 1.56], [-9.45, 6.97, 2.92], [-8.38, 5.62, 2.94], [-10.21, 4.26, 3.81], [-11.24, 5.57, 3.94], [-11.73, 4.10, 2.97], [-11.03, 6.79, 0.24], [-12.14, 5.45, 0.56], [-12.15, 6.61, 1.68], [-7.46, 2.75, 0.61], [-7.41, 3.25, -1.12], [-8.65, 2.23, -0.53], [-10.33, 2.27, 1.15]],
  "mulliken_charge": [-1.8388, 1.6299, -1.0639, -0.7819, -1.0375, 1.1400, 0.4344, -0.4707, -1.9094, -1.5997, -1.9125, 0.4677, 0.2923, 0.3906, 0.4066, 0.3384, 0.3201, 0.3959, 0.4156, 0.3878, 0.3700, 0.4458, 0.4427, 0.3313, 0.3556, 0.4428, 0.3820, 0.4715, 0.4107, 0.3425, -1.8737, 1.4684, -1.0666, -0.7435, -1.3854, 1.8393, 0.1523, -0.4759, -1.8771, -1.6495, -1.7309, 0.3938, 0.4159, 0.4145, 0.3699, 0.4059, 0.4166, 0.3194, 0.4817, 0.4146, 0.3650, 0.2997, 0.5109, 0.2970, 0.3643, 0.4064, 0.4540, 0.3768, 0.3046, 0.3322, -1.9367, 1.6062, -1.2796, -0.5682, -1.2890, 1.6349, 0.4250, -0.4999, -1.6541, -2.0933, -1.7847, 0.4835, 0.3959, 0.3977, 0.4348, 0.3973, 0.3570, 0.3139, 0.4189, 0.4383, 0.2865, 0.4137, 0.3718, 0.4530, 0.4245, 0.3814, 0.3394, 0.4338, 0.3424, 0.3559, -1.9489, 1.2747, -0.9519, -0.8875, -1.2323, 1.5218, 0.3844, -0.4933, -1.5278, -2.0782, -1.5463, 0.3819, 0.4302, 0.3904, 0.4310, 0.3753, 0.3943, 0.3180, 0.4502, 0.4345, 0.3804, 0.4007, 0.3055, 0.5191, 0.3681, 0.4507, 0.3312, 0.3118, 0.4450, 0.3671, -1.8760, 1.3959, -1.1459, -0.7506, -1.1636, 1.4133, 0.3593, -0.4954, -1.4928, -1.8915, -1.6307, 0.4340, 0.4256, 0.3812, 0.4494, 0.4061, 0.3902, 0.3630, 0.4556, 0.3016, 0.4152, 0.3415, 0.2798, 0.4455, 0.3792, 0.3928, 0.2582, 0.3960, 0.4050, 0.3579, -1.9546, 1.9737, -1.3786, -0.6028, -1.1538, 1.7771, 0.0574, -0.4251, -1.9187, -1.9373, -1.9927, 0.4093, 0.4566, 0.3264, 0.4305, 0.4609, 0.3517, 0.3512, 0.2536, 0.3822, 0.3615, 0.4119, 0.4083, 0.5587, 0.4566, 0.3408, 0.3962, 0.4507, 0.3847, 0.3631, -1.7546, 1.6623, -1.1663, -0.6828, -1.2727, 1.4838, 0.1912, -0.4834, -1.8760, -1.6590, -1.9971, 0.3579, 0.4557, 0.2879, 0.4217, 0.3891, 0.3469, 0.3825, 0.4623, 0.4229, 0.4209, 0.4065, 0.4170, 0.2840, 0.3665, 0.4504, 0.4268, 0.4066, 0.4934, 0.3557],
  "smiles": "CC1(C)CCCC(C)(C)N1O.CC1(C)CCCC(C)(C)N1O.CC1(C)CCCC(C)(C)N1O.CC1(C)CCCC(C)(C)N1O.CC1(C)CCCC(C)(C)N1O.CC1(C)CCCC(C)(C)N1O.CC1(C)CCCC(C)(C)N1O",
  "homo_ev": -7.8,
  "relative_energy_kcal_mol": 177.0
}